[1]
{
  "formula": "C39H31F5N3O3PS5Ti",
  "method": "ωB97M-V/def2-TZVPD",
  "e_above_lowest_kj_mol": 171.6,
  "charge": 0,
  "homo_energy_ev": -7.301,
  "max_force_ev_per_a": 2.14,
  "species": ["Ti", "F", "C", "C", "F", "C", "F", "C", "S", "C", "F", "C", "F", "O", "N", "C", "C", "C", "C", "C", "C", "C", "P", "C", "C", "C", "C", "C", "C", "C", "C", "C", "C", "C", "C", "H", "H", "H", "H", "H", "H", "H", "H", "H", "H", "H", "H", "H", "H", "H", "H", "O", "C", "C", "C", "C", "C", "C", "C", "O", "N", "N", "C", "S", "C", "C", "S", "H", "H", "H", "H", "H", "H", "H", "H", "H", "C", "C", "S", "C", "C", "S", "H", "H", "H", "H", "H", "H"],
  "positions_angstrom": [[0.079, -0.409, -0.183], [2.410, 1.446, 6.389], [1.651, 0.903, 5.438], [1.826, 1.258, 4.112], [2.757, 2.148, 3.763], [1.013, 0.682, 3.162], [1.171, 1.030, 1.867], [0.015, -0.248, 3.434], [-0.954, -0.902, 2.168], [-0.123, -0.591, 4.783], [-1.038, -1.488, 5.145], [0.676, -0.029, 5.761], [0.523, -0.381, 7.038], [-1.953, 2.860, -0.151], [-1.708, 2.839, 1.213], [-0.695, 3.527, 1.514], [0.088, 4.326, 0.560], [-0.038, 5.704, 0.744], [0.451, 6.597, -0.186], [1.068, 6.112, -1.324], [1.239, 4.751, -1.495], [0.779, 3.819, -0.561], [1.275, 2.024, -0.832], [1.174, 2.025, -2.661], [2.191, 1.526, -3.471], [2.016, 1.465, -4.844], [0.821, 1.877, -5.416], [-0.209, 2.341, -4.611], [-0.033, 2.415, -3.238], [3.094, 2.303, -0.560], [3.830, 3.115, -1.427], [5.190, 3.302, -1.252], [5.852, 2.697, -0.193], [5.132, 1.911, 0.688], [3.769, 1.714, 0.506], [-2.846, 2.507, -0.214], [-0.524, 3.627, 2.582], [-0.568, 6.067, 1.616], [0.321, 7.660, -0.038], [1.429, 6.799, -2.079], [1.721, 4.409, -2.398], [3.111, 1.173, -3.023], [2.813, 1.084, -5.470], [0.690, 1.826, -6.489], [-1.151, 2.642, -5.051], [-0.833, 2.779, -2.603], [3.358, 3.588, -2.274], [5.735, 3.915, -1.958], [6.917, 2.840, -0.061], [5.626, 1.433, 1.525], [3.254, 1.068, 1.192], [-3.245, 0.795, -2.729], [-3.907, -0.390, -2.713], [-5.180, -0.417, -3.276], [-5.902, -1.592, -3.315], [-5.349, -2.772, -2.824], [-4.097, -2.752, -2.249], [-3.369, -1.561, -2.154], [-2.107, -1.542, -1.400], [-1.553, -0.390, -1.057], [-1.591, -2.653, -1.001], [-0.538, -2.455, -0.134], [-0.043, -3.570, 0.298], [0.953, -3.706, 1.706], [1.603, -5.336, 1.218], [0.453, -6.137, 0.657], [-0.485, -5.071, -0.489], [-2.360, 0.664, -2.359], [-5.584, 0.505, -3.674], [-6.903, -1.595, -3.726], [-5.907, -3.697, -2.879], [-3.657, -3.650, -1.840], [2.035, -5.791, 2.108], [2.379, -5.167, 0.470], [-0.227, -6.468, 1.441], [0.794, -6.997, 0.082], [4.380, -2.336, -0.931], [2.983, -1.792, -1.125], [2.243, -1.123, 0.307], [2.336, -1.759, -2.302], [2.912, -2.262, -3.596], [0.739, -1.078, -2.427], [4.607, -2.378, 0.132], [5.118, -1.686, -1.408], [4.482, -3.339, -1.349], [3.820, -2.841, -3.438], [3.147, -1.414, -4.244], [2.177, -2.880, -4.113]]
}

[2]
{
  "formula": "C24H24ClN3O6S2",
  "method": "ωB97M-V/def2-TZVPD",
  "charge": 0,
  "homo_energy_ev": -8.500,
  "max_force_ev_per_a": 1.10,
  "species": ["C", "C", "C", "C", "C", "S", "O", "O", "N", "C", "C", "O", "C", "C", "C", "C", "C", "O", "N", "C", "C", "N", "C", "O", "S", "C", "C", "C", "C", "C", "C", "C", "C", "Cl", "C", "O", "H", "H", "H", "H", "H", "H", "H", "H", "H", "H", "H", "H", "H", "H", "H", "H", "H", "H", "H", "H", "H", "H", "H", "H"],
  "positions_angstrom": [[2.244, 3.993, 1.795], [1.372, 2.777, 1.879], [0.626, 2.560, 3.035], [-0.222, 1.474, 3.155], [-0.329, 0.588, 2.101], [-1.496, -0.766, 2.184], [-0.957, -1.896, 1.486], [-1.925, -0.927, 3.541], [-2.817, -0.255, 1.313], [-3.576, 0.834, 1.882], [-4.944, 0.864, 1.194], [-4.805, 0.989, -0.202], [-4.057, -0.075, -0.741], [-2.660, -0.136, -0.118], [0.395, 0.776, 0.944], [1.260, 1.860, 0.829], [1.962, 2.002, -0.485], [1.365, 1.902, -1.539], [3.292, 2.259, -0.408], [4.115, 2.284, -1.595], [4.649, 0.890, -1.955], [3.545, -0.017, -2.191], [2.915, -0.040, -3.410], [3.268, 0.540, -4.395], [1.495, -1.106, -3.308], [1.809, -1.480, -1.622], [1.160, -2.316, -0.786], [-0.037, -3.087, -0.990], [-0.933, -2.824, -2.033], [-2.115, -3.523, -2.158], [-2.436, -4.513, -1.243], [-1.567, -4.803, -0.206], [-0.383, -4.099, -0.077], [0.661, -4.503, 1.215], [2.986, -0.736, -1.156], [3.431, -0.732, -0.029], [2.370, 4.322, 0.767], [3.229, 3.783, 2.212], [1.810, 4.804, 2.375], [0.708, 3.264, 3.851], [-0.800, 1.296, 4.047], [-3.676, 0.642, 2.950], [-3.064, 1.797, 1.723], [-5.525, 1.727, 1.522], [-5.486, -0.062, 1.436], [-3.992, 0.110, -1.814], [-4.573, -1.029, -0.558], [-2.116, -1.015, -0.465], [-2.105, 0.777, -0.382], [0.301, 0.069, 0.135], [3.756, 2.081, 0.470], [3.489, 2.649, -2.414], [4.951, 2.969, -1.439], [5.233, 0.475, -1.129], [5.252, 0.945, -2.863], [1.608, -2.401, 0.198], [-0.701, -2.041, -2.738], [-2.791, -3.291, -2.967], [-3.362, -5.060, -1.335], [-1.807, -5.571, 0.513]]
}